(1)
DFT (ωB97M-V with the def2-TZVPD basis set) results for a structure of composition C32H31BFeIN8S.

Calculated total energy ... -99605.1596 eV
<S²> ... 6.07
Total charge ... -1
LUMO (alpha / beta) ... 2.23 / 2.23 eV
2S+1 ... 5
Relative energy (zero: lowest compared OMol25 entry of this formula, charge and spin) ... 82.8 kJ/mol
Kohn-Sham gap (alpha / beta) ... 6.11 / 5.40 eV
Highest occupied orbital energy (alpha / beta) ... -3.87 / -3.17 eV

XYZ file:
```
75
Properties=species:S:1:pos:R:3:lowdin_spin:R:1
I 4.697 -0.102 0.030 0.009
Fe -1.711 -3.090 -0.769 2.764
S -1.186 -3.580 -2.951 0.037
N -2.962 -1.409 1.323 -0.005
N -1.055 -3.633 0.794 0.033
N -0.878 -0.985 -3.784 0.006
N -4.003 -3.758 0.793 0.006
N 1.108 -2.313 -3.272 0.007
N -2.388 -1.460 -0.001 0.040
N -3.224 -4.269 -0.301 0.024
N -1.838 -3.473 1.975 -0.004
C -3.126 -0.135 1.735 -0.009
C -0.367 0.303 -4.273 0.001
C 0.758 1.103 3.278 0.007
C 3.065 1.856 3.581 0.017
C 2.245 -1.422 -3.568 0.000
C -2.499 0.692 0.729 0.003
C 5.412 2.590 3.664 0.029
C -2.038 -0.228 -0.272 0.004
C -0.220 -2.126 -3.393 0.008
C 2.952 3.345 -0.367 0.271
C -5.301 -5.065 -0.491 0.003
C 3.055 3.469 -1.753 0.032
C -5.237 -4.288 0.693 0.014
C -0.539 3.903 -2.683 0.004
C 1.720 3.187 0.210 0.006
C 0.209 -3.917 1.208 0.027
C -4.072 -4.947 -1.096 0.015
C 1.808 2.517 1.590 0.016
C 0.481 3.441 -0.524 0.010
C -1.101 -3.868 3.043 0.012
C 1.889 3.534 -2.498 0.025
C 0.662 1.834 2.062 -0.012
C 1.968 1.133 4.013 -0.010
C 4.210 2.824 1.571 0.438
C 5.407 2.832 2.222 0.037
C 0.226 -4.142 2.600 0.005
C 4.309 2.024 4.286 -0.026
C -0.789 3.635 0.091 -0.004
C 0.603 3.631 -1.912 -0.003
C -1.763 4.155 -2.090 -0.005
C 3.040 2.452 2.255 0.033
C -1.874 3.993 -0.709 0.004
B -3.265 -2.898 1.832 0.001
H -1.182 0.928 -4.694 0.000
H 0.351 0.069 -5.093 0.000
H 4.261 1.708 5.325 -0.001
H -6.158 -5.452 -0.971 0.000
H -1.464 -0.016 -1.200 0.002
H 1.054 -4.448 3.165 0.001
H -2.850 4.170 -0.168 0.000
H 0.131 0.899 -3.515 0.000
H 1.323 -3.194 -2.859 0.001
H -5.962 -3.809 1.389 0.001
H -0.325 1.743 1.539 -0.001
H 6.275 2.858 4.222 0.005
H -0.863 3.629 1.151 0.000
H 2.230 0.369 4.815 0.001
H 4.072 3.645 -2.215 0.004
H -0.422 3.914 -3.756 0.000
H 2.045 3.527 -3.588 0.003
H 6.302 3.294 1.728 0.007
H 1.048 -4.055 0.525 0.002
H 2.058 -0.699 -4.386 0.000
H 3.084 -2.108 -3.898 0.000
H -2.709 4.410 -2.633 0.000
H -3.758 -5.306 -2.066 0.000
H -3.741 -3.084 2.909 0.000
H -0.052 0.518 3.713 0.001
H -1.601 -3.748 4.053 0.000
H -2.467 1.788 0.611 0.001
H 3.822 3.017 0.338 0.106
H 2.606 -0.982 -2.609 0.000
H -1.763 -0.967 -3.333 -0.001
H -3.731 0.037 2.627 -0.001
```



(2)
DFT (ωB97M-V with the def2-TZVPD basis set) results for a structure of composition C23H23F3N5O2RuSi.

Calculated total energy ... -54369.5952 eV
<S²> ... 6.04
Total charge ... +1
LUMO (alpha / beta) ... -3.20 / -7.99 eV
2S+1 ... 5
Relative energy (zero: lowest compared OMol25 entry of this formula, charge and spin) ... 378.1 kJ/mol
Kohn-Sham gap (alpha / beta) ... 6.19 / 2.76 eV
Highest occupied orbital energy (alpha / beta) ... -9.38 / -10.75 eV

XYZ file:
```
58
Properties=species:S:1:pos:R:3:lowdin_spin:R:1
Ru 8.472 7.850 10.344 0.622
Si 10.364 8.325 8.845 0.019
F 6.422 7.401 8.232 0.000
F 5.621 8.716 9.837 0.000
F 6.990 9.537 8.328 0.006
O 7.152 7.381 11.857 0.391
O 8.691 5.293 8.791 -0.006
N 9.981 7.505 11.838 0.004
N 10.792 8.062 13.837 0.027
N 11.329 6.881 13.402 0.005
N 8.382 9.635 11.577 0.300
N 8.535 11.801 13.260 0.879
C 9.998 11.651 6.300 0.159
C 9.741 6.967 6.343 0.033
C 10.869 6.591 12.188 -0.002
C 5.076 6.635 12.887 0.002
C 10.620 7.026 7.417 0.033
C 6.131 6.240 11.887 0.010
C 9.174 9.631 12.707 0.136
C 11.483 10.947 8.576 0.102
C 9.232 10.725 13.548 0.159
C 9.975 8.417 12.850 0.010
C 6.846 4.955 12.241 0.009
C 11.770 5.099 6.451 0.018
C 6.766 8.431 9.127 -0.001
C 11.661 6.083 7.445 0.004
C 11.676 12.189 7.954 0.249
C 10.508 10.068 8.086 0.046
C 7.698 11.813 12.239 0.278
C 9.757 10.444 6.973 0.272
C 10.864 5.055 5.396 0.025
C 10.945 12.535 6.835 0.029
C 7.639 10.708 11.374 0.114
C 8.655 6.287 9.362 -0.010
C 9.851 6.017 5.305 0.000
H 4.533 7.478 12.447 0.000
H 8.906 7.683 6.342 -0.001
H 12.065 10.718 9.461 0.002
H 12.552 4.334 6.557 0.001
H 5.574 6.974 13.799 0.000
H 9.775 10.560 14.438 0.019
H 5.729 6.265 10.868 0.002
H 8.918 9.801 6.666 0.008
H 7.136 12.746 12.081 0.027
H 10.989 4.319 4.564 0.001
H 7.708 4.845 11.569 -0.001
H 11.982 6.399 13.981 0.000
H 9.174 6.040 4.442 0.000
H 9.426 11.825 5.346 0.004
H 11.083 13.533 6.427 -0.002
H 11.122 5.718 11.600 0.000
H 6.162 4.072 12.120 0.001
H 7.034 10.676 10.472 0.009
H 7.292 5.037 13.257 0.000
H 12.414 12.880 8.364 0.010
H 12.415 6.082 8.240 0.000
H 4.374 5.830 13.113 0.000
H 11.645 8.184 9.624 -0.001
```



(3)
DFT (ωB97M-V with the def2-TZVPD basis set) results for a structure of composition C22H33AuN3O2S2.

Calculated total energy ... -57246.2416 eV
<S²> ... 2.02
Total charge ... +3
LUMO (alpha / beta) ... -6.52 / -8.97 eV
2S+1 ... 3
Relative energy (zero: lowest compared OMol25 entry of this formula, charge and spin) ... 122.6 kJ/mol
Kohn-Sham gap (alpha / beta) ... 7.83 / 6.55 eV
Highest occupied orbital energy (alpha / beta) ... -14.35 / -15.52 eV

XYZ file:
```
63
Properties=species:S:1:pos:R:3:lowdin_spin:R:1
Au 4.415 0.696 0.074 0.155
S 6.568 -0.668 -1.703 0.009
S -7.430 0.775 -3.267 0.313
O 2.178 2.404 0.420 0.356
O 6.040 -0.494 -0.247 0.044
N 4.479 0.269 2.417 0.027
N 4.475 -0.023 4.782 0.000
N -6.833 1.755 -4.239 0.461
C 3.868 1.536 3.006 0.002
C -6.369 1.164 -0.850 0.008
C 5.839 -0.380 4.204 0.001
C 5.893 0.052 2.773 0.002
C -7.524 1.241 -1.587 0.028
C -7.964 -3.062 -2.358 -0.002
C 3.662 -1.018 2.659 0.001
C 4.019 1.436 4.515 0.000
C -7.439 -3.584 -3.500 0.064
C 6.581 -2.365 -2.217 0.000
C 3.441 -0.952 4.173 0.000
C 2.954 2.971 -1.813 0.090
C 8.285 -0.334 -1.593 0.000
C -7.582 1.507 1.089 -0.001
C -8.753 1.484 -1.031 0.009
C -7.184 -2.865 -4.700 -0.009
C -6.371 1.276 0.484 0.002
C -8.090 -1.704 -2.250 0.055
C -7.292 -1.499 -4.653 0.040
C -7.596 -0.975 -3.384 0.012
C -8.780 1.611 0.368 0.001
C 2.910 2.240 -0.525 0.300
H -5.451 0.802 -1.360 0.000
H -6.918 1.549 -5.252 0.013
H -5.489 1.221 1.130 0.000
H 5.890 -1.468 4.435 0.000
H 3.508 -1.847 4.722 0.000
H 5.467 -2.665 -2.326 0.000
H -6.819 -3.444 -5.547 -0.001
H 6.540 0.080 4.880 0.000
H 3.791 3.720 -1.870 -0.001
H 2.433 -0.530 4.398 0.000
H -9.689 1.862 0.857 0.000
H 3.082 1.600 5.060 0.000
H -7.054 -0.763 -5.463 0.002
H 8.660 -0.536 -2.558 0.000
H 4.410 2.415 2.695 0.001
H 2.711 -0.919 2.107 0.001
H -8.453 -1.188 -1.362 0.002
H -8.120 -3.724 -1.491 -0.001
H 8.780 -0.880 -0.824 0.000
H 4.750 2.130 4.919 0.000
H 8.558 0.766 -1.494 0.000
H 2.990 2.324 -2.709 0.000
H 2.097 3.706 -1.852 0.011
H 7.068 -2.235 -3.213 0.000
H -9.711 1.564 -1.543 0.002
H 7.139 -2.949 -1.477 0.000
H 4.263 -1.847 2.247 0.000
H 6.350 -0.697 2.025 0.001
H 4.475 -0.022 5.809 0.000
H 6.395 1.034 2.758 0.000
H -7.661 1.552 2.124 0.000
H -7.264 -4.671 -3.498 0.003
H 2.876 1.570 2.623 -0.001
```



(4)
DFT (ωB97M-V with the def2-TZVPD basis set) results for a cluster of 3 separate species, C6H10O in total.

Calculated total energy ... -8427.8098 eV
LUMO ... 1.09 eV
Relative energy (zero: lowest compared OMol25 entry of this formula, charge and spin) ... 331.0 kJ/mol
Kohn-Sham gap ... 9.28 eV
Highest occupied orbital energy ... -8.19 eV

XYZ file:
```
17
Properties=species:S:1:pos:R:3:lowdin_charge:R:1
O -1.737 0.038 -0.022 -0.115
C 0.076 -0.711 1.497 -0.127
C 1.239 -0.285 0.858 -0.152
C 1.237 -0.027 -0.532 -0.188
C 0.241 0.931 -1.190 -0.184
C -1.123 -0.905 0.768 -0.212
C -0.980 1.214 -0.317 -0.192
H 2.192 -0.469 1.356 0.104
H -0.083 0.554 -2.169 0.113
H 2.215 -0.017 -1.024 0.104
H -0.349 -1.666 -0.423 0.130
H 0.400 -1.307 -0.832 0.121
H -0.671 1.690 0.625 0.129
H -1.887 -1.574 1.174 0.124
H 0.750 1.893 -1.380 0.116
H 0.161 -1.238 2.446 0.104
H -1.680 1.880 -0.834 0.126
```



(5)
DFT (ωB97M-V with the def2-TZVPD basis set) results for the molecule C14H17N3O4S.

Calculated total energy ... -38287.9611 eV
Structure (SMILES) ... COCC(=O)Nc1nnc(Cc2ccc(OC)c(OC)c2)s1
LUMO ... 0.69 eV
Relative energy (zero: lowest compared OMol25 entry of this formula, charge and spin) ... 242.6 kJ/mol
Kohn-Sham gap ... 8.63 eV
Highest occupied orbital energy ... -7.94 eV

XYZ file:
```
39
Properties=species:S:1:pos:R:3:lowdin_charge:R:1
S 0.888 -0.862 1.574 1.146
O 0.328 0.713 3.643 0.015
O 2.871 3.100 4.305 -0.200
O -3.475 -2.269 -1.559 -0.067
O -2.960 -0.528 -3.820 -0.120
N 2.320 1.183 2.681 0.122
N 2.910 -0.973 0.006 -0.003
N 3.186 0.022 0.841 0.004
C -2.655 0.321 -4.896 -0.085
C 1.340 1.375 3.603 -0.457
C -1.201 -2.382 -1.203 0.039
C -0.594 -0.738 -3.311 -0.012
C -2.241 -1.865 -1.972 -0.188
C 1.233 -2.651 -0.608 -0.144
C 3.189 4.145 5.193 -0.093
C 1.784 -1.550 0.222 -0.582
C 0.126 -2.102 -1.475 -0.249
C 0.424 -1.263 -2.536 -0.037
C 2.255 0.217 1.714 -0.575
C 1.632 2.499 4.583 -0.127
C -4.654 -1.769 -2.148 -0.077
C -1.930 -1.025 -3.056 -0.189
H -1.475 -3.020 -0.378 0.129
H 0.846 -3.442 0.035 0.115
H -4.717 -0.682 -2.067 0.096
H -3.616 0.585 -5.337 0.095
H 4.158 4.528 4.883 0.094
H 3.142 1.775 2.710 0.153
H 2.444 4.947 5.141 0.093
H 3.250 3.783 6.225 0.093
H -4.737 -2.058 -3.198 0.093
H 2.041 -3.044 -1.228 0.125
H 0.811 3.230 4.517 0.143
H -2.149 1.233 -4.563 0.097
H -5.467 -2.222 -1.581 0.093
H 1.451 -1.016 -2.757 0.117
H -0.332 -0.092 -4.133 0.102
H 1.614 2.076 5.600 0.143
H -2.040 -0.183 -5.649 0.097
```



(6)
DFT (ωB97M-V with the def2-TZVPD basis set) results for the ion C31H34N5O2 with charge +1.

Calculated total energy ... -44237.4498 eV
Total charge ... +1
Structure (SMILES) ... CN1C(=O)[C@@H](Cc2c[nH]c3ccccc23)N(/C=C/[C@@H]([NH2+]NC(=O)c2ccccc2)c2ccccc2)C1(C)C
LUMO ... -2.80 eV
Relative energy (zero: lowest compared OMol25 entry of this formula, charge and spin) ... 54.4 kJ/mol
Kohn-Sham gap ... 6.56 eV
Highest occupied orbital energy ... -9.36 eV

XYZ file:
```
72
Properties=species:S:1:pos:R:3:lowdin_charge:R:1
O -3.376 -3.221 2.061 0.068
O 4.274 3.135 -0.735 0.097
N 6.449 -0.107 -1.779 0.075
N -2.633 -2.719 -0.003 0.094
N 2.083 3.754 -0.400 -0.041
N -1.971 -1.529 0.596 0.130
N 1.078 1.722 -0.378 0.006
C -3.622 -0.001 -0.060 -0.178
C -2.155 -0.381 -0.269 -0.242
C 7.087 1.330 2.050 -0.092
C 8.147 0.623 -0.037 -0.011
C 5.811 1.026 1.563 -0.025
C 2.395 5.156 -0.233 -0.007
C 0.765 3.155 -0.159 -0.454
C 4.574 0.218 -0.576 -0.196
C -6.293 0.634 0.517 -0.060
C -5.985 -0.503 -0.246 -0.044
C -5.045 -5.986 -1.526 -0.063
C 2.432 1.505 -0.886 -0.171
C -0.225 3.766 -1.166 0.005
C -4.649 -0.800 -0.551 -0.043
C -3.940 1.098 0.766 -0.021
C 8.234 1.123 1.275 -0.089
C 0.327 3.478 1.280 0.005
C -1.103 0.679 0.044 -0.047
C 5.706 0.524 0.264 -0.146
C -5.272 1.442 1.002 -0.059
C -5.427 -6.710 0.738 -0.051
C -3.943 -4.806 0.319 -0.136
C 3.077 2.867 -0.685 -0.372
C 0.190 0.669 -0.395 -0.063
C -3.279 -3.571 0.870 -0.371
C 5.066 -0.183 -1.809 -0.036
C 3.158 0.363 -0.155 -0.088
C -4.537 -5.734 1.205 -0.003
C -4.142 -5.012 -1.059 -0.037
C -5.720 -6.826 -0.632 -0.053
C 6.870 0.319 -0.524 -0.196
H -2.461 -1.414 1.506 0.187
H 2.217 5.485 0.797 0.095
H 2.436 1.303 -1.980 0.172
H -6.783 -1.169 -0.575 0.113
H 3.453 5.307 -0.465 0.099
H 0.245 3.846 -2.156 0.100
H -5.208 -6.074 -2.603 0.112
H -6.451 -7.548 -1.018 0.119
H -3.145 1.674 1.246 0.101
H 3.127 0.561 0.928 0.128
H -0.507 4.777 -0.834 0.090
H 0.074 4.546 1.339 0.090
H -4.333 -5.696 2.276 0.125
H 4.903 1.174 2.142 0.102
H -7.322 0.852 0.789 0.113
H -4.412 -1.673 -1.160 0.104
H 4.516 -0.491 -2.692 0.121
H -2.007 -0.776 -1.278 0.154
H -5.927 -7.404 1.416 0.115
H 7.189 1.740 3.053 0.099
H 1.798 5.773 -0.912 0.095
H -0.977 -1.770 0.780 0.205
H 1.156 3.289 1.977 0.104
H 9.005 0.459 -0.682 0.107
H 2.608 -0.570 -0.346 0.107
H 9.216 1.352 1.686 0.101
H -0.549 2.901 1.584 0.064
H -3.601 -4.383 -1.767 0.100
H -2.320 -3.028 -0.921 0.155
H -5.479 2.333 1.597 0.116
H -1.132 3.161 -1.242 0.075
H 7.065 -0.337 -2.558 0.160
H -1.414 1.558 0.620 0.060
H 0.614 -0.255 -0.834 0.133
```